DFT (ωB97M-V with the def2-TZVPD basis set) results for C69H71AsBMoN8PS3 as an isolated structure in a non-equilibrium geometry.

ORCA input file:
```
! wB97M-V def2-TZVPD RIJCOSX def2/J DEFGRID3
* xyz 0 3
Mo -0.732 0.988 0.151
S -0.124 -1.267 -0.361
C -1.107 -2.126 -1.615
S -2.388 -1.227 -2.370
C -1.037 -3.430 -2.021
C -0.138 -4.479 -1.622
N 0.459 -5.452 -1.454
C -1.979 -3.914 -3.000
N -2.721 -4.338 -3.773
S 0.164 0.772 2.354
C -0.847 1.986 3.115
N -0.645 2.225 4.434
N -1.599 2.867 5.105
C -3.002 2.775 5.025
C -3.742 3.740 5.703
C -5.127 3.684 5.719
C -5.794 2.656 5.070
C -5.053 1.676 4.419
C -3.669 1.726 4.390
N -1.724 2.666 2.430
N -1.742 2.416 1.091
C -2.700 3.304 0.481
C -3.913 3.584 1.110
C -4.841 4.401 0.487
C -4.567 4.964 -0.756
C -3.346 4.716 -1.361
C -2.411 3.891 -0.745
H -1.233 3.354 5.903
H -3.223 4.545 6.213
H -5.687 4.449 6.243
H -6.876 2.610 5.079
H -5.562 0.853 3.931
H -3.108 0.943 3.901
H -4.117 3.147 2.077
H -5.791 4.592 0.974
H -5.295 5.604 -1.242
H -3.111 5.171 -2.317
H -1.440 3.726 -1.194
C -2.662 1.596 -3.270
C -1.506 1.635 -4.259
As -2.037 2.167 -6.098
C -3.273 0.714 -6.496
C -3.101 -0.566 -5.977
C -3.965 -1.597 -6.330
C -5.002 -1.357 -7.218
C -5.164 -0.090 -7.766
C -4.301 0.937 -7.413
C -3.298 3.570 -5.555
C -2.762 4.850 -5.424
C -3.541 5.907 -4.966
C -4.873 5.694 -4.641
C -5.419 4.424 -4.775
C -4.638 3.368 -5.229
P -2.320 0.821 -1.634
C 0.647 2.351 -0.676
C 1.198 3.403 0.071
C 2.063 4.320 -0.511
C 2.406 4.210 -1.855
C 1.893 3.164 -2.609
C 1.028 2.248 -2.020
C -4.008 0.788 -0.908
C -4.162 0.055 0.272
C -5.387 -0.020 0.908
C -6.483 0.650 0.374
C -6.339 1.382 -0.793
C -5.108 1.449 -1.439
H -3.512 1.050 -3.684
H -2.995 2.608 -3.038
H -1.009 0.665 -4.331
H -0.755 2.363 -3.957
H -2.291 -0.776 -5.287
H -3.823 -2.582 -5.901
H -5.682 -2.156 -7.487
H -5.966 0.100 -8.469
H -4.430 1.919 -7.853
H -1.724 5.024 -5.687
H -3.107 6.894 -4.868
H -5.486 6.517 -4.291
H -6.459 4.251 -4.521
H -5.081 2.385 -5.324
H 0.943 3.513 1.118
H 2.473 5.125 0.088
H 3.075 4.932 -2.308
H 2.164 3.060 -3.654
H 0.652 1.427 -2.622
H -3.310 -0.473 0.687
H -5.491 -0.600 1.818
H -7.446 0.598 0.866
H -7.186 1.916 -1.207
H -5.025 2.040 -2.342
C 1.144 -2.181 -4.565
C 2.120 -2.749 -3.526
C 3.054 -3.773 -4.183
C 2.924 -1.658 -2.858
C 3.569 -0.760 -3.704
C 4.400 0.216 -3.204
C 4.641 0.252 -1.845
C 4.041 -0.634 -0.953
C 4.580 -0.533 0.468
C 5.434 -1.745 0.861
C 3.548 -0.159 1.511
C 3.107 -1.564 -1.467
N 2.422 -2.513 -0.585
B 1.220 -2.459 0.219
N 1.288 -3.544 1.193
C 2.418 -4.281 0.796
C 3.073 -3.693 -0.214
C 0.811 -3.913 2.557
C -0.502 -4.303 2.962
C -0.651 -4.910 4.212
C 0.394 -5.104 5.087
C 1.620 -4.583 4.752
C 1.841 -3.962 3.530
C 3.185 -3.249 3.408
C 4.389 -4.184 3.552
C 3.256 -2.133 4.458
C -1.828 -4.055 2.269
C -1.911 -4.612 0.876
C -2.190 -2.571 2.386
H 0.372 -2.909 -4.819
H 1.667 -1.925 -5.490
H 0.657 -1.276 -4.194
H 1.573 -3.281 -2.758
H 3.677 -3.298 -4.946
H 2.469 -4.564 -4.660
H 3.711 -4.236 -3.444
H 3.417 -0.841 -4.774
H 4.888 0.923 -3.864
H 5.333 0.988 -1.452
H 5.268 0.313 0.435
H 4.854 -2.666 0.880
H 5.858 -1.593 1.857
H 6.259 -1.879 0.157
H 2.825 -0.949 1.711
H 3.009 0.722 1.180
H 4.037 0.089 2.455
H 2.635 -5.225 1.268
H 3.945 -4.046 -0.741
H -1.643 -5.243 4.491
H 0.242 -5.617 6.028
H 2.434 -4.637 5.465
H 3.259 -2.774 2.438
H 4.462 -4.585 4.565
H 5.311 -3.636 3.344
H 4.336 -5.028 2.863
H 3.310 -2.543 5.469
H 2.381 -1.483 4.400
H 4.146 -1.521 4.295
H -2.576 -4.581 2.862
H -0.978 -4.455 0.361
H -2.722 -4.153 0.310
H -2.083 -5.690 0.904
H -1.485 -1.924 1.873
H -2.189 -2.271 3.437
H -3.194 -2.395 1.986
*
```

The value obtained for the energy is -189791.270 eV. The calculation puts the HOMO energy (alpha / beta) at -7.02 / -7.38 eV. As for the orbital gap (alpha / beta): 6.07 / 6.47 eV. As for the LUMO energy (alpha / beta): -0.95 / -0.91 eV. As for the expectation value of S²: 2.10.